No. 1
This record from the Open Molecules 2025 dataset describes a structure of composition C5H14NS. The level of theory is the ωB97M-V functional and the def2-TZVPD basis.

Cartesian coordinates (Å):
1 C -1.3232 -1.6313 0.5680
2 C -2.1091 -0.2860 0.5852
3 C -1.1009 0.9264 0.3170
4 C -0.8343 1.2166 -1.1869
5 S 2.0876 -0.1365 0.8419
6 C 3.6675 0.1117 0.3702
7 N -3.0491 -0.3538 -0.3667
8 H -2.0467 -2.4285 0.7049
9 H -0.6403 -1.6599 1.4202
10 H -0.7457 -1.7128 -0.3499
11 H -2.5717 -0.0499 1.5508
12 H -1.5946 1.8094 0.7136
13 H -0.1235 0.6937 0.7371
14 H 0.1828 0.8736 -1.4141
15 H -1.5147 0.7166 -1.8647
16 H 4.3907 -0.5295 0.8800
17 H 4.1077 1.1087 0.4341
18 H 3.8910 -0.6976 -1.5808
19 H -0.6842 2.2678 -1.4334
20 H 3.9414 -0.3195 -0.8746
21 H -3.9306 0.0809 -0.0521

Atoms 1-3, force components in eV/Å:
0.4596 0.0017 0.0472
-1.4697 -1.5355 1.4511
0.3503 2.1501 -2.4779

Calculated values
Total charge   +1
Energy relative to the best compared isomer or geometry (same formula, charge and spin)   202.2 kcal per mole
Largest force on an atom   4.650 eV/A
E_LUMO   -8.1 eV
E_tot   -17722.514 eV
HOMO   -12.1119 eV
M   120.241 Da



No. 2
This record from the Open Molecules 2025 dataset describes a cluster of 6 separate species, C17H47NO6 in total. The level of theory is the ωB97M-V functional and the def2-TZVPD basis.

Cartesian coordinates (Å):
1 C -20.9004 8.3804 7.4772
2 O -20.7345 9.7086 8.0977
3 C -19.8743 9.5780 9.2299
4 C -19.6655 11.0946 9.7358
5 C -18.5982 11.4485 10.7595
6 N -20.9216 11.4518 10.3706
7 H -21.4129 7.6926 8.1500
8 H -19.9638 7.8410 7.3365
9 H -21.4952 8.4933 6.5708
10 H -20.1955 8.8125 9.9362
11 H -18.8684 9.2172 9.0152
12 H -19.5868 11.6921 8.8275
13 H -18.3647 10.6908 11.5076
14 H -18.7270 12.4357 11.2032
15 H -17.6040 11.5485 10.3240
16 H -21.7309 11.5515 9.7747
17 H -20.9178 12.3272 10.8744
18 C -16.7928 6.0610 8.7644
19 C -15.5981 7.0780 8.7446
20 C -14.8533 7.0673 10.0587
21 O -14.7405 6.5524 7.7675
22 H -17.3612 5.9858 7.8374
23 H -17.4813 6.4374 9.5209
24 H -16.4482 5.0813 9.0951
25 H -15.9761 8.0830 8.5571
26 H -15.3083 7.7576 10.7690
27 H -13.8391 7.4441 9.9262
28 H -14.8680 6.0790 10.5184
29 H -14.7215 7.2429 7.1008
30 C -21.9577 4.1706 14.5835
31 C -22.9007 4.3038 15.6858
32 C -24.3699 4.3527 15.3063
33 O -22.6586 3.0980 16.5528
34 H -21.7574 5.1368 14.1204
35 H -22.2887 3.3718 13.9198
36 H -20.9438 3.9328 14.9054
37 H -22.6660 5.1786 16.2922
38 H -24.6724 5.2420 14.7534
39 H -24.9444 4.3419 16.2326
40 H -24.5212 3.4261 14.7526
41 H -21.7410 3.1274 16.8333
42 C -22.9353 1.7707 8.7356
43 C -23.0216 3.2604 8.4099
44 C -23.3650 4.2478 9.5387
45 O -21.7457 3.6532 8.0227
46 H -22.2364 1.6003 9.5545
47 H -22.5876 1.0998 7.9501
48 H -23.8238 1.2342 9.0685
49 H -23.7016 3.4616 7.5820
50 H -23.2197 5.3056 9.3197
51 H -22.8530 4.0448 10.4793
52 H -24.4141 4.0858 9.7863
53 H -21.4511 3.1618 7.2524
54 C -17.0674 5.7034 13.0442
55 C -17.8150 6.7624 13.8634
56 C -19.3613 6.7340 13.8339
57 O -17.3957 6.7076 15.1819
58 H -15.9931 5.8877 13.0365
59 H -17.4487 5.7758 12.0256
60 H -17.1270 4.6891 13.4388
61 H -17.5590 7.7002 13.3704
62 H -19.6202 5.8783 14.4575
63 H -19.7510 6.6050 12.8242
64 H -19.7235 7.7087 14.1608
65 H -16.4640 6.4777 15.1568
66 C -20.0201 4.2880 10.8683
67 O -20.7216 5.4582 10.3751
68 H -20.2812 4.2723 11.9265
69 H -20.2770 3.2919 10.5077
70 H -18.9387 4.4018 10.7928
71 H -20.8638 5.4425 9.4258

Atoms 1-3, force components in eV/Å:
-0.2558 0.8670 0.9576
0.6059 -2.3537 -0.2785
1.3111 2.1096 0.2009

Calculated values
Total charge   0
Energy relative to the best compared isomer or geometry (same formula, charge and spin)   24.2 kcal per mole
Largest force on an atom   2.706 eV/A
E_LUMO   0.5 eV
E_tot   -32163.140 eV
HOMO   -8.8114 eV
M   361.564 Da



No. 3
This record from the Open Molecules 2025 dataset describes a cluster of 3 separate species, C32H63N2O6P in total. The level of theory is the ωB97M-V functional and the def2-TZVPD basis.

Cartesian coordinates (Å):
1 C 6.4757 -1.7411 2.3769
2 C 7.5310 -0.8845 1.6733
3 C 7.9468 0.4108 2.4036
4 C 6.8959 1.0637 3.3236
5 C 6.9367 2.6143 3.3209
6 C 5.7455 3.2887 2.6250
7 C 5.8633 3.3899 1.0984
8 C 5.5267 2.0976 0.3398
9 C 4.0081 1.9157 0.0763
10 C 3.4418 0.6387 0.7100
11 C 2.1265 0.1140 0.1089
12 C 0.8867 0.5880 0.8797
13 C 0.6922 2.0789 0.9660
14 C 0.2054 2.7279 2.0537
15 P -0.4519 1.9728 3.6002
16 C -1.3771 0.5243 2.9723
17 C 1.0366 1.2337 4.3699
18 C 0.1083 4.2237 2.0243
19 O -0.6172 4.8472 2.7674
20 C 0.9323 4.9440 1.0204
21 C 1.3550 4.3053 -0.0659
22 C 1.0032 2.8822 -0.2577
23 O 0.9473 2.4067 -1.3712
24 H 6.3110 -2.6615 1.8101
25 H 5.5089 -1.2307 2.4068
26 H 6.7698 -1.9925 3.3974
27 H 7.1842 -0.6568 0.6608
28 H 8.4265 -1.5019 1.5478
29 H 8.2341 1.1459 1.6435
30 H 8.8517 0.2145 2.9839
31 H 5.8902 0.7521 3.0399
32 H 7.0898 0.7396 4.3477
33 H 6.9407 2.9572 4.3586
34 H 7.8533 2.9647 2.8377
35 H 5.6512 4.3068 3.0189
36 H 4.8184 2.7692 2.8996
37 H 5.2128 4.1969 0.7439
38 H 6.8878 3.6956 0.8550
39 H 6.0525 2.1162 -0.6176
40 H 5.8694 1.2333 0.9107
41 H 3.5029 2.7849 0.5151
42 H 3.8096 1.9066 -0.9970
43 H 3.2896 0.7968 1.7859
44 H 4.1956 -0.1519 0.6224
45 H 2.1324 -0.9788 0.1791
46 H 2.0430 0.3550 -0.9511
47 H -0.0131 0.1653 0.4148
48 H 0.9684 0.1924 1.8889
49 H -2.0052 0.1311 3.7736
50 H -2.0428 0.9067 2.1922
51 H -0.7867 -0.2777 2.5384
52 H 1.6479 2.0473 4.7657
53 H 1.6536 0.5964 3.7312
54 H 0.6767 0.6480 5.2197
55 H 1.1024 6.0023 1.1817
56 H 1.9043 4.7732 -0.8755
57 C -3.4440 -6.7666 0.4005
58 O -3.7643 -5.8744 -0.6460
59 C -5.0950 -5.3754 -0.6222
60 C -5.1294 -3.9044 -0.2721
61 N -4.7462 -3.6761 1.1136
62 C -4.5524 -2.2758 1.4736
63 C -3.4712 -1.4840 0.7497
64 O -2.1413 -1.8674 1.0501
65 C -1.6583 -2.9880 0.3332
66 H -2.4820 -7.2148 0.1581
67 H -3.3593 -6.2632 1.3703
68 H -4.1896 -7.5627 0.4866
69 H -5.7087 -5.9538 0.0752
70 H -5.5099 -5.5045 -1.6256
71 H -6.1478 -3.5320 -0.4212
72 H -4.4791 -3.3821 -0.9882
73 H -3.8980 -4.1900 1.3122
74 H -4.3289 -2.2390 2.5429
75 H -5.5041 -1.7536 1.3311
76 H -3.5607 -0.4461 1.0782
77 H -3.6173 -1.4775 -0.3377
78 H -2.0864 -3.0405 -0.6718
79 H -1.8567 -3.9294 0.8532
80 H -0.5764 -2.8784 0.2468
81 C -2.2487 0.1671 -2.9677
82 O -3.4708 0.8379 -2.7397
83 C -3.6509 2.0322 -3.4893
84 C -4.7362 1.8589 -4.5285
85 N -4.3234 0.9391 -5.5779
86 C -5.3811 0.5357 -6.4973
87 C -6.5858 -0.2103 -5.9348
88 O -6.3033 -1.5170 -5.4722
89 C -5.7989 -1.6056 -4.1549
90 H -2.1712 -0.6128 -2.2101
91 H -2.2075 -0.3068 -3.9551
92 H -1.3936 0.8417 -2.8638
93 H -2.7092 2.3397 -3.9535
94 H -3.9566 2.8161 -2.7912
95 H -4.9562 2.8326 -4.9772
96 H -5.6409 1.5261 -4.0006
97 H -3.9254 0.1115 -5.1539
98 H -4.9262 -0.1024 -7.2586
99 H -5.7463 1.4309 -7.0119
100 H -7.2995 -0.3357 -6.7527
101 H -7.0984 0.3618 -5.1514
102 H -6.2234 -0.8326 -3.5076
103 H -4.7075 -1.5337 -4.1225
104 H -6.0811 -2.5834 -3.7635

Atoms 1-3, force components in eV/Å:
-0.1041 0.1321 -0.2860
0.0957 -0.2217 0.1819
-0.1282 0.0975 -0.2189

Calculated values
Total charge   0
Largest force on an atom   0.756 eV/A
E_LUMO   -1.1 eV
E_tot   -58755.966 eV
HOMO   -8.3962 eV
M   602.838 Da



No. 4
This record from the Open Molecules 2025 dataset describes a structure of composition C15H53F3N22O14. The level of theory is the ωB97M-V functional and the def2-TZVPD basis.

Cartesian coordinates (Å):
1 O -3.5208 0.0200 -1.0516
2 H -2.6174 0.3385 -1.1146
3 H -3.7537 -0.2267 -0.1536
4 H -4.1639 0.6853 -1.3076
5 C -0.1057 0.5372 -0.5758
6 O -0.9489 -0.5142 -0.1859
7 O -0.9150 1.2551 -1.4333
8 C 0.4889 1.1314 0.7098
9 F 1.0793 0.3862 1.6284
10 F 1.3205 2.2085 0.5209
11 F -0.5582 1.6783 1.4471
12 C -0.4105 -1.8644 -0.4254
13 C -1.3824 -2.9611 -0.1961
14 H -1.0946 -4.0067 -0.3057
15 H -1.8819 -2.8674 0.7682
16 H -2.2394 -2.7423 -0.8331
17 H 0.5610 -2.0818 0.0185
18 H -0.3244 -1.8375 -1.5116
19 H 0.7318 0.1477 -1.1546
20 C -2.3238 4.2710 -3.0362
21 O -3.1420 5.0601 -3.4408
22 N -2.1994 3.0528 -3.4285
23 N -1.6311 4.5909 -2.0092
24 H -2.9250 2.6752 -4.0210
25 H -1.5511 2.3961 -3.0180
26 H -1.1596 3.7965 -1.6009
27 H -1.6667 5.5279 -1.6338
28 C -4.6591 -3.2325 -3.5521
29 O -4.7400 -4.4454 -3.4024
30 N -5.7431 -2.5482 -3.6169
31 N -3.5614 -2.5239 -3.6797
32 H -5.6658 -1.5433 -3.5517
33 H -6.4515 -2.9372 -4.2227
34 H -3.5727 -1.5164 -3.7495
35 H -2.5924 -2.7754 -3.5457
36 C 0.3419 -4.2780 -4.1105
37 O -0.1136 -3.1430 -4.4536
38 N 0.0841 -5.3238 -4.7464
39 N 1.2545 -4.3667 -3.1456
40 H -0.3414 -5.2163 -5.6560
41 H 0.5254 -6.2087 -4.5405
42 H 1.6033 -5.2293 -2.7526
43 H 1.4092 -3.5581 -2.5606
44 C 1.3405 -3.7985 2.4671
45 O 2.1590 -4.5735 1.9653
46 N 1.7964 -2.6726 2.8478
47 N 0.0938 -3.9577 2.8098
48 H 1.1968 -1.9109 3.1313
49 H 2.8020 -2.5815 2.8220
50 H -0.3310 -3.2165 3.3486
51 H -0.1591 -4.9290 2.9226
52 C -1.2148 3.0889 4.6758
53 O -0.5764 2.2543 5.2570
54 N -1.8170 2.9479 3.5228
55 N -1.6697 4.2323 5.0723
56 H -1.6216 2.2085 2.8632
57 H -2.3092 3.7086 3.0766
58 H -1.7526 4.4297 6.0594
59 H -2.1576 4.8229 4.4140
60 C 1.8369 3.7485 -2.2418
61 O 2.0432 4.6549 -1.5113
62 N 1.2965 3.8583 -3.4372
63 N 2.3498 2.6122 -2.1428
64 H 0.8924 4.7421 -3.7127
65 H 1.3005 2.9541 -3.8871
66 H 2.2563 1.9920 -2.9345
67 H 3.2160 2.5809 -1.6243
68 C 1.1466 5.7296 2.1430
69 O 1.2039 6.6872 2.9358
70 N -0.0512 5.1148 1.7979
71 N 2.0885 5.5211 1.2425
72 H -0.8596 5.3551 2.3536
73 H -0.1624 4.3342 1.1668
74 H 1.8506 4.8151 0.5606
75 H 2.9326 6.0740 1.1974
76 C 2.5212 0.5390 5.8589
77 O 1.8012 1.1306 6.7166
78 N 2.2839 0.6207 4.5625
79 N 3.6424 -0.1320 6.1015
80 H 2.9229 0.1283 3.9548
81 H 1.6777 1.3950 4.3317
82 H 4.1510 -0.5239 5.3219
83 H 3.8467 -0.4268 7.0457
84 C 1.2159 0.0995 -4.6380
85 O 1.6675 1.2574 -4.5296
86 N 1.4473 -0.8512 -5.4355
87 N 0.0865 -0.3165 -4.2057
88 H 2.1405 -0.5939 -6.1235
89 H 1.0859 -1.7944 -5.4357
90 H -0.1621 0.1723 -3.3576
91 H -0.0060 -1.2936 -4.4441
92 C 3.7717 -3.0336 -1.0655
93 O 4.3152 -2.8004 -2.1268
94 N 3.3926 -4.1818 -0.6330
95 N 3.2758 -2.1627 -0.2742
96 H 3.1571 -4.3261 0.3384
97 H 3.5654 -4.8522 -1.3684
98 H 2.8659 -2.5792 0.5497
99 H 3.5009 -1.1988 -0.4747
100 C -1.1052 -1.3687 4.9611
101 O -1.2494 -2.5472 5.1233
102 N -0.9981 -0.4351 5.9546
103 N -1.0765 -0.8686 3.7334
104 H -0.7966 0.4733 5.5619
105 H -0.9981 -0.7288 6.9209
106 H -1.1044 0.1098 3.4844
107 H -1.4027 -1.5476 3.0606

Atoms 1-3, force components in eV/Å:
-2.5655 -1.0072 -0.1552
3.8328 1.3921 -0.2062
0.3645 -0.4985 0.8084

Calculated values
Total charge   0
Energy relative to the best compared isomer or geometry (same formula, charge and spin)   190.2 kcal per mole
Largest force on an atom   10.776 eV/A
E_LUMO   -1.9 eV
E_tot   -86016.115 eV
HOMO   -8.9668 eV
M   822.723 Da